(1)
Formula: C6H76NO32
Source: the OMol25 dataset
Level of theory: ωB97M-V/def2-TZVPD

Structure (ORCA input):
```
! wB97M-V def2-TZVPD RIJCOSX def2/J DEFGRID3
* xyz 1 1
O -2.6568 0.1614 -3.2218
O -2.1464 4.8413 0.4288
O -5.3164 -2.0857 3.2659
O -4.1576 0.5739 0.5532
O 6.5389 0.4449 -0.7489
O 6.3470 2.3831 -2.7322
O 1.3572 -3.0509 -1.9066
O 1.9525 1.4486 -4.2339
O 2.0048 -0.1068 2.7846
O -0.1242 3.2942 -0.8058
O -0.2234 1.3987 -2.5558
O 5.9645 2.0822 1.6065
O 0.2343 -1.7310 3.7148
O 2.8484 -0.9175 -0.6326
O -6.0490 0.3844 2.5163
O 4.9128 0.6197 -4.4642
O -4.0989 -4.0628 1.6712
O -6.2441 3.1031 0.6191
O 5.1106 -2.4723 -3.9662
O 5.9200 -2.1434 0.3567
O -4.1116 2.0455 3.8427
O -8.0527 -1.0285 0.7753
O 3.0351 2.1041 1.9777
O -1.5366 -3.0595 2.0062
O 4.0959 -2.2432 2.5953
O 3.2976 3.3951 -0.2489
O -7.3607 -2.8475 -1.3910
O 3.3905 2.8270 -2.8486
O -2.3442 -2.3587 -2.2745
O 0.2866 2.5049 2.1031
O 0.4843 -4.0944 0.5915
O -4.4231 -3.7677 -1.0293
N -0.3439 0.6567 0.1753
C 4.2048 -0.5662 -1.0015
C 0.6628 -0.3861 0.0278
C -1.7610 0.1895 0.4380
C -4.5720 -0.5820 -0.1166
C 1.9547 0.2461 -0.5110
C -2.8983 1.1673 0.1715
H 4.6736 -1.4373 -1.1757
H -3.2458 1.9720 4.3618
H 3.3743 2.9068 0.5368
H -3.0921 -2.7397 -1.8067
H -2.5553 2.0671 0.7440
H -2.5861 5.1237 -0.4288
H -0.8043 -3.3891 1.4940
H -5.8878 -2.7008 3.5726
H 2.2692 0.8092 2.6257
H -1.6974 -0.3145 1.4057
H -0.9724 3.6660 -0.6477
H -0.1053 1.3798 0.9818
H 0.4717 2.4852 3.0581
H 6.3885 1.8392 -1.9860
H 4.9148 -0.0069 -0.1452
H -8.7168 -1.5889 1.1558
H 1.9855 0.5759 -1.6074
H 6.4454 -0.4208 -0.6442
H 2.2222 -2.5388 -1.7636
H 5.9156 -2.6126 -3.4285
H 4.5116 -2.3508 1.6649
H -7.4682 -0.6899 1.4062
H 0.2796 -4.9735 0.5034
H 2.5205 0.7412 0.0122
H -1.9395 -2.9419 -2.7684
H 0.4866 3.2821 1.5250
H 2.8420 -0.5893 2.7463
H 1.9115 2.0834 -4.9675
H -5.7865 -1.3969 2.7435
H 2.6687 2.2938 -3.3651
H -4.5176 -1.4365 0.5981
H -4.0397 2.6996 3.2365
H -0.2907 1.2023 -0.6215
H -3.9834 -0.9000 -1.0342
H 3.0571 2.9450 -1.9528
H 1.2455 -4.0867 1.2515
H 0.5157 1.2962 -2.9678
H -5.6540 0.9454 1.7986
H -5.7839 2.9061 -0.2503
H -1.0662 -2.5800 2.5997
H 0.9951 -0.4206 0.9940
H -7.2711 -3.7180 -0.9713
H 6.6615 -2.1054 0.8226
H 2.4626 0.8405 -4.4914
H 0.0018 -1.7180 4.5088
H -5.5456 0.6247 3.2883
H 0.9916 -3.4457 -1.1516
H 6.2840 1.8337 2.3885
H 4.5613 1.1139 -5.2328
H 6.6196 2.7005 1.0998
H -0.2300 2.2687 -2.2700
H -7.6618 -2.3673 -0.7103
H 1.1214 -1.3848 3.6246
H 6.3424 0.7585 0.2302
H 5.6526 3.1624 -2.6866
H -3.2086 -3.9044 2.0226
H -1.9104 -0.5322 -0.1454
H -5.7308 -0.4940 -0.3248
H -4.6792 -3.4274 2.2648
H -2.5118 -0.7347 -3.1797
H -1.3281 5.2603 0.7068
H 3.9787 2.0628 2.1515
H 0.2529 -1.3196 -0.4336
H -1.8286 0.4437 -2.8870
H -4.2115 -3.7746 -0.1119
H -2.6810 1.5640 -0.7484
H 2.7423 2.7232 2.6643
H 5.6030 -2.9030 0.0315
H 0.3335 3.7007 -0.0563
H 2.5661 4.0227 0.0672
H -5.3911 -3.6293 -1.1494
H 5.1291 -1.5517 -4.1940
H -7.1223 3.5179 0.4467
H 4.2667 0.0809 -1.8862
H 4.8306 -2.3997 3.1803
H 5.2260 1.2586 -3.8547
*
```

Its HOMO energy is -11.753 eV. The max |F| comes out at 0.2416 Eh/bohr. The value obtained for the HOMO-LUMO gap is 7.90 eV. As for the total energy: -74450.682 eV. The value obtained for the relative energy (zero: lowest compared OMol25 entry of this formula, charge and spin) is 98.3 kJ/mol.



(2)
Formula: C2H4N4O2
Source: the OMol25 dataset
Level of theory: ωB97M-V/def2-TZVPD

Structure (ORCA input):
```
! wB97M-V def2-TZVPD RIJCOSX def2/J DEFGRID3
* xyz 0 1
O -1.7671 -1.6169 0.2050
O 2.5095 -0.1535 0.0842
N 0.5857 1.0660 0.0086
N 0.5106 -1.1941 -0.1085
N -0.7342 -0.7347 -0.0189
N -1.9028 1.2875 -0.0767
C -0.8472 0.6071 -0.0264
C 1.2321 -0.1733 -0.0209
H 0.7646 1.8788 0.5174
H -1.7286 2.3092 0.0762
H 2.9540 -0.9888 -0.1835
H -1.5765 -2.2873 -0.4565
*
```

Its HOMO energy is -7.856 eV. The max |F| comes out at 0.1039 Eh/bohr. The structure (SMILES) is [H]/N=c1\[nH]c(O)nn1O. The value obtained for the HOMO-LUMO gap is 8.37 eV. As for the total energy: -12191.164 eV. The value obtained for the relative energy (zero: lowest compared OMol25 entry of this formula, charge and spin) is 224.2 kJ/mol.